Molecular formula: C5H10O
Method: DFT, ωB97M-V/def2-TZVPD

ORCA input file:
```
! wB97M-V def2-TZVPD RIJCOSX def2/J DEFGRID3
* xyz 0 1
O 0.884 -0.733 0.837
C -0.528 -0.239 -2.156
C 0.397 -1.109 -1.292
C 1.076 -0.154 -0.332
C 0.407 0.037 1.945
C -0.291 1.315 1.510
H 1.109 -1.661 -1.910
H -0.199 -1.823 -0.704
H -1.083 1.565 2.221
H -0.751 1.177 0.524
H -1.290 0.270 -1.547
H 0.049 0.536 -2.670
H -0.316 -0.671 2.353
H -1.055 -0.856 -2.889
H 1.186 0.199 2.691
H 0.405 2.149 1.418
*
```

Summary:
lowest unoccupied orbital energy: 0.90 eV
max |F|: 0.65 eV Å⁻¹
HOMO-LUMO gap: 9.01 eV
ΔE to the lowest compared entry with this formula, charge and spin: 349.4 kJ/mol
HOMO energy: -8.12 eV

Molecular formula: C5H32N2O11
Method: DFT, ωB97M-V/def2-TZVPD

ORCA input file:
```
! wB97M-V def2-TZVPD RIJCOSX def2/J DEFGRID3
* xyz 0 1
O -2.617 3.631 -0.395
O -0.698 2.371 -1.808
O 2.513 -2.062 2.369
O 2.614 0.517 -2.922
O 0.731 4.139 0.444
O -1.706 -0.233 -2.729
O 0.599 -1.038 -3.915
O -1.914 0.172 3.715
O 2.822 -2.514 -1.396
O -1.518 2.594 2.917
O -2.637 1.167 0.715
N 0.371 -1.661 2.915
N -0.026 -1.399 0.103
C 1.190 -0.904 0.709
C -0.140 -2.878 -0.030
C 0.985 0.612 0.904
C -0.559 -3.260 -1.455
C 1.449 -1.559 2.067
H -0.069 0.840 1.123
H -2.288 3.586 -1.298
H 1.883 -2.586 -1.584
H -2.154 0.878 3.111
H -0.940 -3.132 0.662
H -0.350 1.952 -1.016
H 1.189 -0.352 -3.555
H 3.548 0.333 -3.064
H -0.564 -4.346 -1.477
H 2.148 -1.000 0.184
H -0.260 -0.873 -0.726
H -0.549 -1.600 2.515
H 2.416 1.251 -3.518
H -2.241 -0.210 -3.524
H 1.201 1.049 -0.076
H -0.984 -0.026 3.807
H -0.978 3.361 3.123
H 0.813 -3.330 0.267
H -1.536 -2.817 -1.647
H -1.383 1.821 -2.202
H 0.670 -2.133 3.753
H -0.052 -2.871 -2.338
H 1.324 3.436 0.161
H 3.092 -3.202 -0.783
H -2.460 0.215 0.700
H 0.948 -1.814 -4.348
H 1.434 1.144 1.730
H 0.064 4.198 -0.247
H -0.801 -0.529 -2.930
H -3.598 1.197 0.815
H -3.060 2.781 -0.307
H -1.714 2.810 1.991
*
```

Summary:
lowest unoccupied orbital energy: -0.05 eV
max |F|: 2.26 eV Å⁻¹
HOMO-LUMO gap: 9.19 eV
ΔE to the lowest compared entry with this formula, charge and spin: 284.8 kJ/mol
HOMO energy: -9.23 eV

- The highest ΔE to the lowest compared entry with this formula, charge and spin belongs to which entry?
  C5H10O

- The highest max |F| belongs to which entry?
  C5H32N2O11

- HOMO-LUMO gap of number 1 (C5H10O)?
  9.01 eV